<one>
DFT (ωB97M-V/def2-TZVPD) results for a 3-piece molecular cluster, C4H10N2O2 overall.

```
! RIJCOSX wB97M-V def2-TZVPD def2/J DEFGRID3
* xyz 0 1
C 1.14153 2.31333 0.75147
C 0.31054 1.15950 0.27284
C -0.65371 0.50422 0.97086
N -1.05843 -0.56716 0.18064
C -0.26290 -0.51805 -0.91561
N 0.52892 0.51578 -0.92580
H 1.36952 2.26638 1.81257
H 2.08048 2.27408 0.19308
H 0.64502 3.24412 0.46877
H -1.33280 0.75942 1.77148
H -1.88053 -1.12368 0.34130
H -0.26971 -1.27951 -1.67069
O -2.80921 -1.63825 -1.85851
H -3.29337 -0.80999 -1.97721
H -2.27273 -1.78032 -2.64186
O 2.81221 -1.64057 1.37894
H 1.85565 -1.75283 1.35455
H 3.08954 -1.92647 0.49320
*
```

Output
SMILES: Cc1c[nH]cn1.O.O
LUMO level: 0.531 eV
Gap between HOMO and LUMO: 0.33449 Ha

<two>
DFT (ωB97M-V/def2-TZVPD) results for C4H10N2O2 in the gas phase.

```
! RIJCOSX wB97M-V def2-TZVPD def2/J DEFGRID3
* xyz 0 1
N -1.82291 2.03107 -1.38334
C -0.67327 1.42646 -0.87278
O 0.40620 1.59912 -1.41858
C -0.85154 0.46442 0.22532
C 0.34082 -0.69080 0.24764
N 1.50762 0.05281 0.80026
C -0.07189 -1.87565 1.11804
O 1.12158 -2.61480 1.07811
H -1.66232 2.79964 -2.03741
H -2.78022 1.82685 -1.15225
H -0.77936 0.91807 1.28786
H -1.92984 0.16008 0.13383
H 0.57604 -1.14156 -0.73321
H 2.07359 -0.63578 1.26184
H 2.04288 0.83103 0.33862
H -0.12425 -1.74628 2.18153
H -1.04616 -2.26076 0.95454
H 1.14983 -3.15964 0.26063
*
```

Output
SMILES: NC(=O)C[C@@H](N)CO
LUMO level: 0.845 eV
Gap between HOMO and LUMO: 0.34983 Ha

<three>
DFT (ωB97M-V/def2-TZVPD) results for C4H10N2O2 as an isolated structure.

```
! RIJCOSX wB97M-V def2-TZVPD def2/J DEFGRID3
* xyz 0 1
C -2.15873 -0.93751 -0.62531
C 0.86371 -0.96051 1.50048
C 0.04841 -0.77799 0.25730
O -1.25167 -1.05309 0.46417
N 0.65467 -0.78755 -0.89833
H 0.04975 -0.86677 -1.70957
H -2.08957 0.05140 -1.08797
H -3.14913 -1.06826 -0.19687
H -1.98498 -1.72213 -1.36742
H 1.92675 -0.90588 1.27445
H 0.62265 -1.91852 1.95821
H 0.63002 -0.15725 2.19945
N 1.47180 1.70061 -0.78358
C 0.57531 2.15340 0.07366
O 0.36867 3.22526 0.59148
H 2.23879 2.32933 -0.96201
H 1.26871 0.46382 -1.05601
H -0.08515 1.23165 0.36788
*
```

Output
LUMO level: 0.563 eV
Gap between HOMO and LUMO: 0.34947 Ha

<four>
DFT (ωB97M-V/def2-TZVPD) results for C4H10N2O2 as an isolated structure.

```
! RIJCOSX wB97M-V def2-TZVPD def2/J DEFGRID3
* xyz 0 1
C 0.11533 -1.60235 -0.94711
O -1.19861 -2.19438 -0.93974
C 0.37681 -0.78472 0.43271
C 0.17955 0.70110 0.46619
C 1.35889 1.49673 0.51184
N 1.16511 2.93498 0.69967
O 2.54072 1.06766 0.39920
N -0.46901 -1.38971 1.41047
H 0.73462 -2.43235 -1.02525
H 0.21351 -0.84724 -1.81686
H -0.06443 -2.05038 2.10643
H 1.41946 -0.71083 0.72569
H -0.76707 1.21590 0.75383
H -3.06044 -0.11818 -1.83031
H 0.27646 3.11770 0.15184
H 1.97736 3.18305 0.19668
H -1.18136 -1.91374 0.85585
H -3.61691 0.32677 -2.15113
*
```

Output
LUMO level: -3.676 eV
Gap between HOMO and LUMO: 0.19135 Ha

If we sort the structures by their calculated energies, the order from most to least stable is <one>, <two>, <three>, <four>.

<one>
DFT (ωB97M-V/def2-TZVPD) results for a 2-piece molecular cluster, C4H10N2O2 overall.

```
! RIJCOSX wB97M-V def2-TZVPD def2/J DEFGRID3
* xyz 0 1
O 0.74135 1.61206 1.51824
C 0.93201 0.34741 1.56878
N 0.44777 -1.71308 0.78002
C 0.15339 -0.48487 0.38923
C -0.06946 0.18454 -0.98485
O 2.08028 -0.28426 -2.63648
C -1.38490 -0.07502 0.57039
N -2.44016 0.65714 -0.30209
H 0.46976 -0.18888 2.36669
H 0.42070 -2.39479 0.06850
H -0.91812 0.08609 -1.65173
H 0.92849 -0.19343 -1.50895
H 0.21510 1.27451 -0.87102
H 2.91295 0.04668 -2.45179
H 1.98620 0.22484 1.58672
H -1.49715 1.02257 0.67420
H -1.78822 -1.15290 0.61806
H -3.18999 1.03137 0.26611
*
```

Output
LUMO level: -3.977 eV
Gap between HOMO and LUMO: 0.16366 Ha

<two>
DFT (ωB97M-V/def2-TZVPD) results for a 2-piece molecular cluster, C4H10N2O2 overall.

```
! RIJCOSX wB97M-V def2-TZVPD def2/J DEFGRID3
* xyz 0 1
C -1.18407 1.44594 0.36960
C -0.04358 1.71145 1.34221
N -0.24976 2.72988 2.22496
O 0.97551 1.05119 1.35972
H -1.88090 2.27779 0.40998
H -1.51630 0.42916 0.55868
H -0.73872 1.39491 -0.62416
H 0.51357 3.04347 2.80079
H -1.05303 3.32553 2.14353
C 1.48129 -1.35578 -0.94969
C 0.08668 -1.62179 -1.45758
N -0.27997 -2.94303 -1.37964
O -0.65531 -0.79108 -1.94724
H 1.44145 -1.31168 0.13248
H 1.87301 -0.42014 -1.34822
H 2.14131 -2.16879 -1.26859
H -1.24365 -3.21394 -1.46813
H 0.33249 -3.58310 -0.89871
*
```

Output
SMILES: CC(N)=O.CC(N)=O
LUMO level: 0.908 eV
Gap between HOMO and LUMO: 0.38788 Ha

If we sort the structures by their calculated energies, the order from most to least stable is <two>, <one>.

<one>
DFT (ωB97M-V/def2-TZVPD) results for C16H29Cl2N2O2PS3SiTi as an isolated structure.

```
! RIJCOSX wB97M-V def2-TZVPD def2/J DEFGRID3
* xyz 0 1
Ti -0.37964 -0.56000 0.66918
C 5.33694 1.52418 3.01205
C 4.48762 1.37066 1.77291
O 3.10763 1.65736 2.06313
P 2.00610 0.47709 2.27597
S -0.78795 -1.27413 2.60921
S 1.96672 -0.46650 0.28774
O 2.90980 -0.54843 3.13998
C 2.75619 -1.97886 3.15861
C 3.42343 -2.49524 4.40798
H 6.37819 1.29607 2.77882
H 4.99784 0.84744 3.79441
H 5.29171 2.54537 3.39031
H 4.57014 0.36669 1.34891
H 4.79124 2.08376 1.00278
H 3.22553 -2.38096 2.25691
H 1.69568 -2.23394 3.13089
H 4.47448 -2.20918 4.43845
H 3.36709 -3.58345 4.43790
H 2.93358 -2.10413 5.29827
C 0.01430 -3.02913 -2.67310
Si -0.74980 -3.43090 -1.01145
C 0.59091 -4.07140 0.12463
C -1.96587 -4.83770 -1.21045
C -1.61845 -1.93128 -0.30694
H 0.40667 -3.93097 -3.14497
H 0.84498 -2.33003 -2.55303
H -0.71956 -2.58874 -3.35025
H 0.84981 -5.09112 -0.16850
H 0.24674 -4.08808 1.16132
H 1.49982 -3.46504 0.09796
H -1.46635 -5.71138 -1.63344
H -2.80468 -4.58019 -1.85817
H -2.37431 -5.12106 -0.23873
H -2.30608 -2.32506 0.44573
H -2.19970 -1.45233 -1.10680
N 0.70630 2.65163 0.00169
C -0.58504 2.56103 0.33629
N -1.19141 1.43184 0.64406
C -2.56679 1.66520 0.87947
C -3.51082 0.70834 1.22445
C -4.81724 1.11588 1.43030
C -5.19158 2.45461 1.30757
C -4.25174 3.41460 0.97552
C -2.94646 2.99728 0.76246
S -1.57433 3.97841 0.33591
H 1.29292 1.81522 0.01176
H 1.15938 3.54832 0.00661
H -3.23236 -0.32951 1.35683
H -5.55808 0.37697 1.70308
H -6.21791 2.74771 1.47680
H -4.52727 4.45604 0.88466
Cl -0.17185 1.60540 -4.97628
C 0.39789 0.38725 -3.84312
Cl -0.47773 0.46148 -2.29645
H 1.44809 0.56169 -3.63545
H 0.23310 -0.60011 -4.26039
*
```

Output
LUMO level: 0.238 eV
Gap between HOMO and LUMO: 0.29301 Ha

<two>
DFT (ωB97M-V/def2-TZVPD) results for C16H29Cl2N2O2PS3SiTi as an isolated structure.

```
! RIJCOSX wB97M-V def2-TZVPD def2/J DEFGRID3
* xyz 0 1
Ti -0.82830 -0.04501 0.28288
C 5.41183 1.82174 1.89537
C 4.28403 1.75086 0.88979
O 3.03679 2.09350 1.51669
P 1.89009 1.02406 1.92221
S -1.17967 -0.62529 2.21539
S 1.48871 0.16260 -0.03940
O 2.86547 -0.12816 2.54394
C 2.42981 -1.47813 2.74623
C 3.46844 -2.18095 3.58994
H 6.36026 1.58634 1.40937
H 5.23949 1.10444 2.69664
H 5.47775 2.82122 2.32538
H 4.21256 0.75414 0.45205
H 4.42760 2.47234 0.08413
H 2.32163 -1.95600 1.76976
H 1.45262 -1.48503 3.23347
H 4.44257 -2.15188 3.10054
H 3.17946 -3.22326 3.73229
H 3.55449 -1.70514 4.56677
C -0.01314 -2.45200 -3.01580
Si -0.98002 -2.91036 -1.47497
C 0.22276 -3.54159 -0.18480
C -2.17667 -4.29015 -1.88828
C -1.91329 -1.42215 -0.83978
H 0.45844 -3.33251 -3.45904
H 0.77884 -1.74247 -2.75847
H -0.66279 -1.99760 -3.76894
H 0.60678 -4.53217 -0.44161
H -0.26468 -3.61023 0.79074
H 1.07140 -2.85995 -0.09183
H -1.65942 -5.17199 -2.27405
H -2.90194 -3.96485 -2.63818
H -2.72907 -4.59122 -0.99463
H -2.70486 -1.81655 -0.19443
H -2.38599 -0.89066 -1.67667
N 0.21292 3.19246 -0.42288
C -1.08940 3.05558 -0.18816
N -1.71173 1.92276 0.06958
C -3.08835 2.14261 0.26761
C -4.03301 1.17211 0.57974
C -5.35253 1.55478 0.74256
C -5.74154 2.88575 0.60227
C -4.80760 3.86164 0.29958
C -3.48874 3.47058 0.13592
S -2.11093 4.46899 -0.23731
H 0.81757 2.37314 -0.39852
H 0.62458 4.10657 -0.46809
H -3.72438 0.14361 0.70707
H -6.09283 0.80571 0.98928
H -6.77891 3.16121 0.73548
H -5.09647 4.89886 0.19468
Cl 0.91812 2.13313 -5.20058
C 0.73814 0.94885 -3.89973
Cl -0.75655 1.19566 -2.98184
H 1.56938 1.06057 -3.21283
H 0.71028 -0.04051 -4.33656
*
```

Output
LUMO level: 0.245 eV
Gap between HOMO and LUMO: 0.31346 Ha

If we sort the structures by their calculated energies, the order from most to least stable is <two>, <one>.

<one>
DFT (ωB97M-V/def2-TZVPD) results for C3H5NO4 in the gas phase.

```
! RIJCOSX wB97M-V def2-TZVPD def2/J DEFGRID3
* xyz 0 1
N 1.22213 -0.35991 -1.50277
O 0.83383 0.41154 -0.37066
C -0.49806 1.29971 -0.47965
O -0.54274 2.21131 -1.24738
C -1.18796 0.62300 0.50588
C -0.41432 -0.52477 0.87647
O -0.65312 -1.70647 0.31460
O 0.23690 -0.63846 2.04401
H 0.58105 -0.13612 -2.26390
H 2.12649 0.02808 -1.76290
H -2.15008 0.88400 0.91419
H 0.01427 -2.34736 0.61107
H 0.43160 0.25545 2.36106
*
```

Output
SMILES: NOC(=O)C=C(O)O
LUMO level: 0.436 eV
Gap between HOMO and LUMO: 0.32896 Ha

<two>
DFT (ωB97M-V/def2-TZVPD) results for C3H5NO4 in the gas phase.

```
! RIJCOSX wB97M-V def2-TZVPD def2/J DEFGRID3
* xyz 0 1
O 2.76781 0.24296 0.08775
C 1.62162 0.06874 -0.10504
N 1.03450 -1.11962 -0.04715
O -0.13513 -1.30191 -0.66426
C -1.26309 -0.87296 0.25983
O -1.50369 0.41721 -0.14016
C -0.51347 1.40662 -0.01060
O 0.64454 1.07944 -0.60189
H 1.74753 -1.74262 -0.28983
H -2.31670 -1.13882 -0.25617
H -0.80651 -0.99984 1.31415
H -1.03241 2.27483 -0.77385
H -0.24501 1.68596 1.22722
*
```

Output
SMILES: O=C1NOCOCO1
LUMO level: 0.757 eV
Gap between HOMO and LUMO: 0.40564 Ha

If we sort the structures by their calculated energies, the order from most to least stable is <one>, <two>.

<one>
DFT (ωB97M-V/def2-TZVPD) results for C3H5NO4 in the gas phase.

```
! RIJCOSX wB97M-V def2-TZVPD def2/J DEFGRID3
* xyz 0 1
N 1.06868 1.47185 -0.17261
C 1.15968 0.13460 -0.01510
O 2.06825 -0.57570 -0.41874
C -0.10532 -0.42712 0.56686
O -0.16789 -1.75759 0.21010
C -1.34228 0.21259 -0.00802
O -1.56073 1.39531 0.17635
O -2.15701 -0.56051 -0.65125
H 0.18957 1.94686 -0.06110
H 1.88203 1.91119 -0.50135
H -0.12633 -0.25640 1.65900
H 0.68713 -2.15049 0.07254
H -1.59576 -1.34461 -0.85665
*
```

Output
SMILES: NC(=O)[C@H](O)C(=O)O
LUMO level: 0.587 eV
Gap between HOMO and LUMO: 0.41443 Ha

<two>
DFT (ωB97M-V/def2-TZVPD) results for a 2-piece molecular cluster, C3H5NO4 overall.

```
! RIJCOSX wB97M-V def2-TZVPD def2/J DEFGRID3
* xyz 0 1
C 0.94252 -0.98537 -0.67918
C -0.94898 -0.38132 1.44351
C -0.29568 -0.47790 0.12749
N 1.72797 0.03396 -1.09167
O 1.09533 -2.16235 -0.61841
O -1.54318 -0.96941 0.30055
O -1.32006 0.85720 1.82754
O -0.54875 1.47161 -0.60939
H -0.67784 -0.88548 2.39523
H 1.10437 0.87245 -1.10006
H 2.64110 0.03732 -1.55078
H -1.18692 1.32490 0.93040
H -0.98987 1.26438 -1.37523
*
```

Output
LUMO level: -0.192 eV
Gap between HOMO and LUMO: 0.38123 Ha

If we sort the structures by their calculated energies, the order from most to least stable is <one>, <two>.

<one>
DFT (ωB97M-V/def2-TZVPD) results for a 2-piece molecular cluster, C9H14 overall.

```
! RIJCOSX wB97M-V def2-TZVPD def2/J DEFGRID3
* xyz 0 1
C -2.42075 2.22278 -1.62138
C -1.28026 1.28569 -1.49020
C 0.04069 1.81485 -1.53084
C 1.13737 1.00872 -1.37013
C 0.94022 -0.37947 -1.37867
C -0.31728 -0.93455 -1.42253
C -1.42803 -0.08384 -1.51967
H -2.14007 3.16473 -2.11526
H -2.75345 2.62944 -0.65839
H -3.32741 1.96029 -2.15744
H 0.10318 2.88508 -1.69386
H 2.12206 1.43865 -1.26547
H 1.81229 -1.01823 -1.29091
H -0.46984 -2.00225 -1.35003
H -2.42179 -0.49129 -1.67122
C 1.46384 -1.94415 2.09826
C 1.11841 -1.43800 3.50259
H 0.69568 -1.67446 1.37240
H 2.33784 -1.39116 1.75707
H 1.60018 -3.01823 2.04720
H 1.99065 -1.09171 4.06467
H 0.81503 -2.29727 4.10897
H 0.38145 -0.64562 3.58485
*
```

Output
SMILES: Cc1ccccc1.CC
LUMO level: 1.033 eV
Gap between HOMO and LUMO: 0.36857 Ha

<two>
DFT (ωB97M-V/def2-TZVPD) results for a 2-piece molecular cluster, C9H14 overall.

```
! RIJCOSX wB97M-V def2-TZVPD def2/J DEFGRID3
* xyz 0 1
C 1.60085 1.33944 2.51411
C 1.29469 1.42494 1.05453
C 2.05213 0.89225 0.04899
C 1.54914 0.79356 -1.24694
C 0.28242 1.27934 -1.48001
C -0.50847 1.87264 -0.48557
C 0.01496 1.95372 0.79123
H 2.18337 0.48669 2.98666
H 0.72960 1.50993 3.12494
H 2.43414 1.95170 2.93108
H 3.03109 0.49134 0.37438
H 2.08696 0.27860 -2.03278
H -0.18329 1.28729 -2.45492
H -1.48076 2.21385 -0.77694
H -0.59523 2.57009 1.45344
C -1.67073 -1.88264 -0.53304
C -1.89013 -3.22540 -1.21723
H -1.38981 -1.97129 0.51298
H -1.06093 -1.20172 -1.12226
H -2.62714 -1.34676 -0.40394
H -2.42626 -3.12770 -2.15018
H -2.50382 -3.85664 -0.55724
H -0.92279 -3.73324 -1.33130
*
```

Output
SMILES: Cc1ccccc1.CC
LUMO level: 0.993 eV
Gap between HOMO and LUMO: 0.36327 Ha

If we sort the structures by their calculated energies, the order from most to least stable is <one>, <two>.